1.
Molecular formula: HNO3
Method: DFT, ωB97M-V/def2-TZVPD

Its total charge is 0. Its SMILES is O=NOO. The calculation puts the HOMO energy at -11.0 eV. The total energy is -7641.938 eV. As for the LUMO energy: -1.815 eV.

XYZ file:
```
5
HNO3 | OMol25 | ωB97M-V/def2-TZVPD
O 0.38 0.09 -1.77
N 0.05 0.90 -0.81
O 0.41 0.54 0.49
O -0.57 -0.28 1.11
H -0.26 -1.24 0.98
```

***

2.
Molecular formula: HNO4
Method: DFT, ωB97M-V/def2-TZVPD

Its total charge is 0. The calculation puts the HOMO energy (spin up / spin down) at -11.2 / -8.3 eV. The total energy is -9687.220 eV. As for the LUMO energy (spin up / spin down): 0.274 / -1.051 eV.

XYZ file:
```
6
HNO4 | OMol25 | ωB97M-V/def2-TZVPD
N 1.39 0.20 -0.01
O 2.45 -0.19 0.22
O 0.62 1.00 -0.12
O -1.35 -0.03 -0.27
O -1.02 -1.32 -0.03
H -2.08 0.34 0.21
```

***

3.
Molecular formula: HNiO3S
Method: DFT, ωB97M-V/def2-TZVPD

Its total charge is 0. Its spin multiplicity is 4. The calculation puts the HOMO energy (spin up / spin down) at -8.7 / -10.4 eV. The total energy is -58035.139 eV. As for the LUMO energy (spin up / spin down): -0.520 / -1.412 eV.

XYZ file:
```
6
HNiO3S | OMol25 | ωB97M-V/def2-TZVPD
S -0.23 -1.81 0.49
O -1.29 -0.93 -0.23
O 0.51 1.70 0.23
Ni 0.15 0.30 -0.90
O 1.02 -1.42 -0.36
H -0.14 2.16 0.76
```

***

4.
Molecular formula: HO3PtS
Method: DFT, ωB97M-V/def2-TZVPD

Its total charge is +1. Its spin multiplicity is 3. The calculation puts the HOMO energy (spin up / spin down) at -15.3 / -15.6 eV. The total energy is -20224.785 eV. As for the LUMO energy (spin up / spin down): -6.385 / -9.622 eV.

XYZ file:
```
6
HO3PtS | OMol25 | ωB97M-V/def2-TZVPD
S 0.38 0.32 0.66
O 1.72 0.74 0.28
O 0.46 -1.27 1.15
Pt -0.13 -2.18 -0.28
O -0.54 0.05 -0.50
H 1.27 -2.17 1.32
```

***

Please write out number 4 again, unchanged.
Molecular formula: HO3PtS
Method: DFT, ωB97M-V/def2-TZVPD

Its total charge is +1. Its spin multiplicity is 3. The calculation puts the HOMO energy (spin up / spin down) at -15.3 / -15.6 eV. The total energy is -20224.785 eV. As for the LUMO energy (spin up / spin down): -6.385 / -9.622 eV.

XYZ file:
```
6
HO3PtS | OMol25 | ωB97M-V/def2-TZVPD
S 0.38 0.32 0.66
O 1.72 0.74 0.28
O 0.46 -1.27 1.15
Pt -0.13 -2.18 -0.28
O -0.54 0.05 -0.50
H 1.27 -2.17 1.32
```